The following is a DFT calculation (wB97M-V/def2-TZVPD) of 2 unconnected molecules or ions with the total composition C3HNO3S in a non-equilibrium geometry.

Geometry as XYZ:
```
9
Properties=species:S:1:pos:R:3:lowdin_charge:R:1
C -1.225 -0.741 0.040 -0.6879
C -2.419 -0.102 0.062 -0.3776
C -0.499 1.587 -0.014 -0.8764
N -0.159 0.296 0.056 0.0572
O -0.828 -1.927 0.077 -0.1548
O -4.738 -1.056 -0.142 -0.7973
O 0.265 2.561 -0.042 -0.1443
S -2.269 1.634 -0.046 0.8530
H 0.815 0.017 0.065 0.1282
```

## Properties
Frontier orbital gap (alpha / beta): 4.8 / 4.9 eV
Relative energy (zero: lowest compared OMol25 entry of this formula, charge and spin): 131.2 kcal/mol
Net charge: -2
HOMO level (alpha / beta): 1.24 / 1.12 eV
LUMO energy (alpha / beta): 0.2223 / 0.2225 Ha
Total energy: -21588.5785 eV
Multiplicity: 1